The following is a DFT calculation (ωB97M-V/def2-TZVPD) of a 5-piece molecular cluster, C10H29ClNO7 overall.

Properties
E_tot = -1440.0713 hartree
Energy relative to the best compared isomer or geometry (same formula, charge and spin) = 0.0 kJ/mol
Net charge = -1
Maximum force = 0.0353 hartree/bohr

Last column: Mulliken charge in e.
Cartesian coordinates (Å):
Cl: -1.78708 -0.50106 0.25361  -0.6954
O: -1.92625 2.69080 1.98710  -0.5014
O: -1.46439 -1.55496 5.48705  -0.5016
O: -1.58241 -1.36127 -2.72806  -0.3708
O: -2.19153 1.55025 -2.45788  -0.4869
O: 0.45172 1.82534 0.50526  -0.3687
O: 3.40053 -0.79325 -1.62758  -0.3352
O: -2.14916 0.26801 3.48258  -0.4811
N: 0.55473 -3.07861 -1.13548  -0.6580
C: -2.46309 -0.63964 -3.56231  -0.4777
C: -0.63863 -0.40620 5.25427  -0.4888
C: 2.91987 -3.63540 -1.10655  -1.4817
C: 1.91565 -2.52105 -0.90484  0.3740
C: 3.63856 0.45653 -2.23124  -0.6562
C: -0.74741 3.48340 1.83795  -0.3758
C: 2.14235 -1.38158 -1.91962  -0.3317
C: -1.40776 0.71873 4.58104  -0.0262
C: -2.10471 0.85606 -3.70256  -0.3551
C: -0.00175 3.15431 0.55138  -0.5161
H: -2.09520 1.12493 5.34101  0.2057
H: 2.98285 -3.95250 -2.15172  0.3061
H: 2.67137 -4.55384 -0.56668  0.4135
H: -2.85905 1.36636 -4.30374  0.3354
H: -0.24880 -0.04487 6.21189  0.3314
H: -0.70056 1.51124 4.31958  0.0520
H: 0.51989 -3.43857 -2.09203  0.3026
H: 4.65863 0.73409 -1.95287  0.2562
H: -1.24613 -1.81419 6.38501  0.3092
H: 1.93813 -2.05011 0.07530  0.3485
H: 1.31234 -0.67904 -1.77908  0.2816
H: -1.77446 1.00786 -1.75872  0.2520
H: 3.91843 -3.35510 -0.76365  0.3207
H: -0.09262 3.31201 2.68679  0.2665
H: 0.23024 -0.63996 4.62670  0.2431
H: -0.04114 -2.25758 -1.25981  0.2168
H: -0.31017 1.24866 0.28509  0.0797
H: -0.60708 3.33143 -0.34538  0.3319
H: -2.10108 0.94636 2.79050  0.3790
H: -3.46443 -0.63189 -3.11157  0.3070
H: -2.44390 2.75523 1.17764  0.2700
H: 2.94664 1.21409 -1.85885  0.1867
H: 2.13736 -1.74650 -2.95540  0.3014
H: 3.66104 0.35800 -3.32341  0.3029
H: 0.86730 3.81750 0.49688  0.3394
H: -1.10486 0.91466 -4.15222  0.2115
H: -1.07626 4.52893 1.77633  0.2868
H: -1.74131 -1.05986 -1.80107  -0.0361
H: -2.49643 -1.07774 -4.56064  0.3330

Cartesian forces, eV/Å:
Cl 0.150 0.447 -0.547
O 0.263 0.054 0.380
O 0.390 0.431 0.192
O -0.001 0.352 -0.449
O 0.486 -0.348 -0.048
O 0.079 0.056 0.000
O 0.059 0.091 0.075
O 0.284 0.016 0.096
N 0.252 0.756 -0.355
C -0.395 1.023 0.578
C 0.209 0.120 -0.487
C 0.612 -0.430 0.527
C -0.841 -0.288 -1.581
C 0.553 -0.522 0.130
C -0.718 0.078 -1.101
C 0.291 -0.084 0.771
C -0.654 -0.084 0.619
C -0.092 -0.470 0.687
C 0.169 -0.341 -0.026
H -0.008 0.149 -0.026
H -0.023 0.318 -0.111
H -0.303 0.237 0.210
H 0.185 -0.201 -0.460
H 0.007 0.180 -0.029
H 0.090 0.011 -0.056
H 0.274 -0.279 0.169
H -0.102 0.108 0.140
H -0.212 -0.305 -0.065
H 0.104 -0.287 0.216
H 0.143 0.240 -0.138
H -0.243 0.082 -0.041
H 0.008 0.134 -0.218
H -0.143 -0.053 0.184
H -0.171 -0.406 -0.015
H -0.339 -0.269 0.647
H 0.142 -0.309 0.328
H -0.274 0.356 0.134
H 0.043 -0.241 -0.081
H -0.113 -0.310 -0.218
H 0.038 -0.182 -0.080
H -0.162 0.072 -0.279
H -0.109 -0.107 -0.006
H -0.439 0.233 -0.062
H 0.061 -0.019 -0.050
H -0.022 0.306 0.022
H 0.379 0.162 0.277
H 0.030 -0.242 0.096
H 0.067 -0.233 0.052